DFT (ωB97M-V/def2-TZVPD) results for a structure of composition C22H28ClF3N2O4Rh in a non-equilibrium geometry.

Results
* HOMO level (alpha / beta): -1.30 / -3.50 eV
* multiplicity: 5
* E_tot: -58117.638 eV
* gap between HOMO and LUMO (alpha / beta): 3.894 / 6.021 eV
* largest force on an atom: 4.92 eV/Å
* total charge: -1
* relative energy (zero: lowest compared OMol25 entry of this formula, charge and spin): 335.2 kJ/mol
* LUMO (alpha / beta): 0.095 / 0.093 hartree

Each line ends with the Mulliken charge.
Element x y z (Å)
Rh1 0.04286 -0.08058 0.13376  0.07
Cl1 0.09113 -1.17789 2.24986  -0.34
N1 -1.46685 -1.36022 -0.37806  0.39
N2 1.48370 1.24528 0.73393  0.24
C1 -1.35125 -2.60819 -0.63632  0.67
C2 2.75210 1.12941 0.60874  0.62
C3 -2.91550 -1.02821 -0.26636  1.78
C4 -3.51586 -2.43343 -0.12365  -0.73
C5 -3.36169 -0.35087 -1.55303  -1.57
C6 -3.17328 -0.15400 0.94305  -1.76
H1 -2.82086 -0.75065 -2.40954  0.25
H2 -3.16309 0.71522 -1.50566  0.36
H3 -4.42783 -0.51458 -1.70982  0.40
H4 -3.05573 -0.71432 1.86618  0.64
H5 -4.17843 0.26444 0.89714  0.37
H6 -2.46797 0.67565 0.95859  -0.33
C7 1.19114 2.51668 1.45981  1.67
C8 2.54885 3.22615 1.35451  -0.77
C9 0.84369 2.18786 2.90425  -2.06
C10 0.08065 3.29777 0.79087  -1.65
H7 0.26735 3.42343 -0.27092  0.40
H8 -0.01910 4.27498 1.26349  0.39
H9 -0.86717 2.77465 0.89373  0.09
H10 1.63187 1.60517 3.37631  0.39
H11 -0.06707 1.60008 2.95610  0.54
H12 0.70374 3.11083 3.46661  0.48
O1 3.49574 2.17136 1.03109  -0.45
H13 2.86827 3.69382 2.28060  0.32
H14 2.57693 3.95230 0.54245  0.33
O2 -2.49284 -3.32378 -0.65611  -0.47
H15 -4.42260 -2.58175 -0.70123  0.29
H16 -3.68318 -2.71144 0.91668  0.38
C11 -0.08182 -3.34030 -0.89556  -1.70
C12 3.49953 -0.05359 0.09445  -1.42
C13 2.73144 -0.80227 -0.95406  1.11
H17 3.69334 -0.70239 0.95137  0.38
H18 4.46620 0.28824 -0.26543  0.30
C14 1.81932 -1.77656 -0.53457  -1.92
C15 0.97661 -2.42832 -1.44091  1.23
H19 1.83452 -2.10402 0.49546  0.31
C16 1.05542 -2.11214 -2.79511  1.29
C17 1.99209 -1.16450 -3.19501  -0.90
C18 0.11133 -2.70397 -3.79417  -1.68
C19 2.81368 -0.47880 -2.30603  1.10
H20 2.03810 -0.89933 -4.24359  0.29
C20 3.68389 0.63465 -2.79642  -1.77
H21 3.69081 0.67562 -3.88206  0.43
H22 4.71716 0.53697 -2.46204  0.33
H23 3.31295 1.59529 -2.43706  0.28
H24 0.05527 -3.79049 -3.72033  0.33
H25 0.41083 -2.45714 -4.80902  0.45
H26 -0.89824 -2.31784 -3.64951  0.19
H27 -0.30077 -4.17471 -1.55845  0.35
H28 0.23869 -3.76804 0.05622  0.46
F1 -3.80219 1.54405 3.58574  -0.30
C21 -2.44884 1.81244 3.49809  0.76
F2 -2.27928 2.94457 2.73052  -0.29
F3 -1.95881 2.05611 4.76828  -0.28
C22 -1.73894 0.61260 2.90402  -0.23
O3 -1.88538 -0.48883 3.63373  -0.77
O4 -0.87460 0.78754 1.60443  -0.28


DFT (ωB97M-V/def2-TZVPD) results for a cluster of 2 separate species, C7H7FOS in total in a non-equilibrium geometry.

Results
* HOMO level: -7.92 eV
* E_tot: -22969.352 eV
* gap between HOMO and LUMO: 8.253 eV
* SMILES: O=C=C1CC=CS1.C=CF
* largest force on an atom: 3.75 eV/Å
* relative energy (zero: lowest compared OMol25 entry of this formula, charge and spin): 127.1 kJ/mol
* LUMO: 0.012 hartree

Each line ends with the Mulliken charge.
Element x y z (Å)
O1 -3.99331 -0.14948 -1.85218  -0.40
C1 -3.35896 -0.11549 -0.88000  0.59
C2 -2.55471 -0.15922 0.15277  -0.14
C3 -1.83207 0.88211 1.08959  -0.37
C4 -1.67340 0.13488 2.42013  -0.58
C5 -1.60427 -1.17400 2.21980  -0.07
S1 -1.94858 -1.78333 0.64099  -0.15
H1 -2.44804 1.81942 1.17919  0.33
H2 -0.89229 1.08204 0.67303  0.19
H3 -1.31284 0.71003 3.29551  0.32
H4 -1.46193 -1.92934 3.10798  0.29
C6 1.04248 -0.36193 -1.91463  -0.46
C7 1.78623 -1.45536 -2.01423  0.00
F1 2.12771 -2.22328 -0.93884  -0.24
H5 0.55390 -0.13257 -0.98535  0.13
H6 0.89585 0.33149 -2.75978  0.24
H7 2.46105 -1.61065 -2.82621  0.32


DFT (ωB97M-V/def2-TZVPD) results for a cluster of 2 separate species, C4H8NO3 in total in a non-equilibrium geometry.

Results
* HOMO level (alpha / beta): -9.64 / -9.64 eV
* multiplicity: 2
* E_tot: -11908.506 eV
* gap between HOMO and LUMO (alpha / beta): 10.204 / 5.901 eV
* largest force on an atom: 1.85 eV/Å
* relative energy (zero: lowest compared OMol25 entry of this formula, charge and spin): 44.7 kJ/mol
* LUMO (alpha / beta): 0.021 / -0.137 hartree

Each line ends with the Mulliken charge.
Element x y z (Å)
C1 0.11848 -0.35330 -2.93120  -0.94
C2 0.93171 -0.54598 -1.66078  0.61
O1 2.13116 -0.72688 -1.66353  -0.62
N1 0.17559 -0.84909 -0.55727  -0.40
H1 0.67171 -1.09326 0.28907  0.21
H2 -0.69438 -0.40384 -0.27554  0.30
H3 -0.19190 0.67065 -3.12294  0.27
H4 -0.77528 -0.96814 -2.88515  0.31
H5 0.73876 -0.76843 -3.71699  0.30
C3 -0.24178 0.41201 2.96495  -0.92
C4 -0.67669 0.99942 1.57121  0.79
O2 -1.64052 0.56982 0.97486  -0.64
O3 0.00840 2.05399 1.34529  -0.24
H6 0.81684 0.58009 3.06280  0.37
H7 -0.52694 -0.63166 3.00299  0.27
H8 -0.84516 1.05459 3.60222  0.33